(1)
Molecular formula: C18H23BrNO4P
Method: DFT, the ωB97M-V functional and the def2-TZVPD basis

Total energy = -3970.67882 Ha
SMILES = C[C@@H](Br)CPCCCN.O=C1C=CC(=O)C=C1.O=C1C=CC(=O)C=C1
Multiplicity = 1

Geometry (Å):
C: -0.784 4.358 -0.572
C: -1.177 2.958 -1.025
Br: -0.002 2.353 -2.494
C: -1.210 1.822 0.019
P: -1.277 2.283 1.826
C: 0.236 1.427 2.487
C: 1.010 2.266 3.503
C: 1.772 3.422 2.869
N: 2.924 2.931 2.109
H: -0.222 4.326 0.362
H: -1.679 4.952 -0.384
H: -0.192 4.873 -1.324
H: -2.138 2.988 -1.530
H: -0.348 1.174 -0.135
H: -2.082 1.204 -0.196
H: -2.195 1.265 2.150
H: 0.877 1.172 1.638
H: -0.073 0.480 2.928
H: 0.331 2.665 4.262
H: 1.728 1.622 4.017
H: 1.080 4.025 2.263
H: 2.144 4.081 3.655
H: 3.559 3.694 1.903
H: 2.644 2.563 1.206
O: -1.775 -1.274 3.051
C: -1.989 -2.123 2.212
C: -2.641 -3.410 2.561
C: -2.861 -4.341 1.637
C: -2.461 -4.134 0.219
O: -2.663 -4.984 -0.619
C: -1.802 -2.847 -0.129
C: -1.589 -1.915 0.796
H: -2.919 -3.536 3.599
H: -3.334 -5.289 1.860
H: -1.508 -2.725 -1.165
H: -1.105 -0.971 0.576
O: 4.360 -1.976 -4.321
C: 3.192 -2.114 -4.029
C: 2.255 -0.961 -4.025
C: 0.972 -1.116 -3.708
C: 0.428 -2.445 -3.327
O: -0.733 -2.580 -3.003
C: 1.364 -3.599 -3.336
C: 2.643 -3.446 -3.662
H: 2.680 -0.003 -4.294
H: 0.270 -0.294 -3.694
H: 0.939 -4.556 -3.059
H: 3.349 -4.267 -3.675

Listed below, in e, are the natural (NBO) charges computed for each atom: atom 1 (C): -0.645, atom 2 (C): -0.188, atom 3 (Br): -0.071, atom 4 (C): -0.732, atom 5 (P): 0.507, atom 6 (C): -0.697, atom 7 (C): -0.408, atom 8 (C): -0.217, atom 9 (N): -0.841, atom 10 (H): 0.216, atom 11 (H): 0.228, atom 12 (H): 0.231, atom 13 (H): 0.214, atom 14 (H): 0.232, atom 15 (H): 0.239, atom 16 (H): -0.018, atom 17 (H): 0.209, atom 18 (H): 0.258, atom 19 (H): 0.205, atom 20 (H): 0.217, atom 21 (H): 0.161, atom 22 (H): 0.194, atom 23 (H): 0.359, atom 24 (H): 0.349, atom 25 (O): -0.511, atom 26 (C): 0.496, atom 27 (C): -0.239, atom 28 (C): -0.223, atom 29 (C): 0.476, atom 30 (O): -0.481, atom 31 (C): -0.220, atom 32 (C): -0.254, atom 33 (H): 0.233, atom 34 (H): 0.232, atom 35 (H): 0.262, atom 36 (H): 0.225, atom 37 (O): -0.481, atom 38 (C): 0.476, atom 39 (C): -0.229, atom 40 (C): -0.227, atom 41 (C): 0.488, atom 42 (O): -0.516, atom 43 (C): -0.228, atom 44 (C): -0.226, atom 45 (H): 0.235, atom 46 (H): 0.241, atom 47 (H): 0.235, atom 48 (H): 0.234

***

(2)
Molecular formula: C6H12
Method: DFT, the ωB97M-V functional and the def2-TZVPD basis

Total energy = -235.75391 Ha
SMILES = C=CC.C=CC
Multiplicity = 1

Geometry (Å):
C: -0.618 -1.790 0.910
C: -1.638 -0.968 1.139
C: -1.507 0.517 1.324
H: -0.763 -2.861 0.790
H: 0.402 -1.416 0.835
H: -2.647 -1.378 1.207
H: -0.475 0.842 1.153
H: -1.796 0.812 2.340
H: -2.162 1.063 0.634
C: 2.353 0.847 -0.354
C: 1.579 0.141 -1.175
C: 0.258 0.599 -1.718
H: 2.065 1.842 -0.018
H: 3.304 0.464 0.008
H: 1.909 -0.850 -1.490
H: -0.533 -0.113 -1.454
H: 0.286 0.667 -2.813
H: -0.017 1.582 -1.320

Listed below, in e, are the natural (NBO) charges computed for each atom: atom 1 (C): -0.414, atom 2 (C): -0.171, atom 3 (C): -0.654, atom 4 (H): 0.198, atom 5 (H): 0.198, atom 6 (H): 0.192, atom 7 (H): 0.215, atom 8 (H): 0.219, atom 9 (H): 0.215, atom 10 (C): -0.416, atom 11 (C): -0.166, atom 12 (C): -0.658, atom 13 (H): 0.189, atom 14 (H): 0.200, atom 15 (H): 0.195, atom 16 (H): 0.228, atom 17 (H): 0.219, atom 18 (H): 0.209

***

(3)
Molecular formula: C4H13NO
Method: DFT, the ωB97M-V functional and the def2-TZVPD basis

Total energy = -290.14020 Ha
SMILES = CC(C)CN.O
Multiplicity = 1

Geometry (Å):
C: 0.711 1.401 -0.595
C: 0.654 0.436 0.575
C: -0.534 0.706 1.513
C: 0.641 -0.984 0.000
N: 1.902 -1.301 -0.684
H: -0.217 1.286 -1.115
H: 1.626 1.317 -1.171
H: 0.752 2.401 -0.227
H: 1.622 0.488 1.034
H: -0.744 -0.074 2.328
H: -0.425 1.856 1.913
H: -1.434 0.817 0.850
H: -0.288 -1.128 -0.610
H: 0.509 -1.720 0.894
H: 1.799 -0.501 -1.442
H: 1.883 -2.251 -1.250
O: -2.829 -0.564 -0.939
H: -3.472 -1.403 -0.821
H: -2.154 -0.784 -0.251

Listed below, in e, are the natural (NBO) charges computed for each atom: atom 1 (C): -0.618, atom 2 (C): -0.249, atom 3 (C): -0.622, atom 4 (C): -0.209, atom 5 (N): -0.835, atom 6 (H): 0.209, atom 7 (H): 0.208, atom 8 (H): 0.213, atom 9 (H): 0.208, atom 10 (H): 0.225, atom 11 (H): 0.220, atom 12 (H): 0.206, atom 13 (H): 0.153, atom 14 (H): 0.175, atom 15 (H): 0.349, atom 16 (H): 0.367, atom 17 (O): -0.937, atom 18 (H): 0.470, atom 19 (H): 0.466

***

(4)
Molecular formula: C4H14N2O
Method: DFT, the ωB97M-V functional and the def2-TZVPD basis

Total energy = -345.53556 Ha
SMILES = C[C@@H](N)CCN.O
Multiplicity = 1

Geometry (Å):
C: 1.163 0.824 1.947
C: 0.163 0.085 1.045
N: -0.792 -0.635 1.906
C: -0.590 1.039 0.117
C: -0.843 0.498 -1.316
N: -0.405 1.437 -2.341
H: 1.445 0.160 2.758
H: 2.049 1.120 1.395
H: 0.696 1.718 2.364
H: 0.765 -0.621 0.461
H: -1.579 -0.943 1.348
H: -0.368 -1.459 2.315
H: 0.039 1.933 0.013
H: -1.531 1.360 0.567
H: -0.351 -0.474 -1.389
H: -1.904 0.338 -1.477
H: -0.957 1.370 -3.183
H: 0.583 1.345 -2.536
O: 1.038 -2.754 -1.155
H: 1.149 -3.180 -2.012
H: 0.228 -3.161 -0.828

Listed below, in e, are the natural (NBO) charges computed for each atom: atom 1 (C): -0.602, atom 2 (C): -0.052, atom 3 (N): -0.841, atom 4 (C): -0.427, atom 5 (C): -0.222, atom 6 (N): -0.848, atom 7 (H): 0.203, atom 8 (H): 0.203, atom 9 (H): 0.206, atom 10 (H): 0.172, atom 11 (H): 0.349, atom 12 (H): 0.352, atom 13 (H): 0.217, atom 14 (H): 0.213, atom 15 (H): 0.177, atom 16 (H): 0.180, atom 17 (H): 0.361, atom 18 (H): 0.357, atom 19 (O): -0.934, atom 20 (H): 0.469, atom 21 (H): 0.468

***

(5)
Molecular formula: C6H16
Method: DFT, the ωB97M-V functional and the def2-TZVPD basis

Total energy = -238.15323 Ha
SMILES = CCC.CCC
Multiplicity = 1

Geometry (Å):
C: 0.038 2.490 0.925
C: -0.828 1.817 1.986
C: -0.319 0.389 2.272
H: 0.014 1.925 -0.026
H: -0.422 3.435 0.581
H: 1.075 2.814 1.143
H: -0.625 2.455 2.855
H: -1.897 1.763 1.674
H: -0.600 0.061 3.280
H: 0.767 0.215 2.163
H: -0.803 -0.373 1.644
C: -0.663 -2.285 -1.159
C: 0.443 -1.876 -2.123
C: 1.174 -0.538 -1.784
H: -1.519 -1.956 -1.763
H: -0.663 -3.396 -1.060
H: -0.686 -1.826 -0.166
H: 1.243 -2.806 -2.136
H: 0.161 -1.804 -3.179
H: 2.233 -0.599 -2.144
H: 1.125 -0.238 -0.704
H: 0.752 0.334 -2.279

Listed below, in e, are the natural (NBO) charges computed for each atom: atom 1 (C): -0.616, atom 2 (C): -0.408, atom 3 (C): -0.615, atom 4 (H): 0.198, atom 5 (H): 0.205, atom 6 (H): 0.212, atom 7 (H): 0.201, atom 8 (H): 0.209, atom 9 (H): 0.208, atom 10 (H): 0.207, atom 11 (H): 0.200, atom 12 (C): -0.626, atom 13 (C): -0.386, atom 14 (C): -0.622, atom 15 (H): 0.209, atom 16 (H): 0.212, atom 17 (H): 0.210, atom 18 (H): 0.178, atom 19 (H): 0.202, atom 20 (H): 0.213, atom 21 (H): 0.205, atom 22 (H): 0.202

***

Computed energy relative to the best compared isomer or geometry (same formula, charge and spin), in the same sequence as the records: 0.0, 168.8, 149.0, 106.7, 113.7 kJ/mol.
Computed HOMO, in the same sequence as the records: -8.9, -9.6, -9.6, -9.0, -10.6 eV.
Computed E_LUMO, in the same sequence as the records: -0.059, 0.044, 0.027, 0.021, 0.042 Eh.